The following is a DFT calculation (ωB97M-V/def2-TZVPD) of C13H24MnNO12 as an isolated structure at a distorted geometry.

Geometry as XYZ:
```
51
Properties=species:S:1:pos:R:3:forces:R:3:mulliken_spin:R:1
Mn -0.480 0.043 -3.337 0.5094 -0.2803 -1.1955 4.804
O 1.371 -0.650 -2.655 -4.2808 -2.3386 0.2357 0.031
O -0.300 1.796 -1.883 0.2513 -1.9967 4.9774 0.027
O 0.465 -2.513 -5.993 1.9864 -1.3521 -1.5140 0.006
O 3.216 -1.305 -1.882 4.6528 -5.3010 3.5621 0.000
O -1.475 -2.138 -6.784 -2.2263 0.3229 -2.0559 0.002
O -3.699 -1.859 -2.137 -1.5113 0.0115 0.7334 0.000
O -1.520 -1.698 -2.236 3.9461 -3.2902 2.6343 0.025
O 0.526 3.717 -2.506 1.1397 1.5301 -0.2737 0.000
O -0.530 -0.753 -5.327 -1.2812 3.8453 0.7371 0.030
O -0.361 2.186 -3.934 1.1647 1.4998 -1.3538 0.031
O -2.585 -0.121 -3.123 -2.6359 -0.0618 1.1730 0.033
O 2.996 0.647 -2.707 3.8613 4.3756 -0.3397 0.004
N -0.095 0.150 1.602 1.1261 0.0426 0.0302 -0.002
C 2.063 1.542 2.071 1.0396 -0.9009 1.6934 0.000
C -2.587 -1.217 -2.429 0.3575 3.3689 -3.8264 -0.016
C 2.548 -0.421 -2.416 -5.3979 3.8491 -3.1977 0.009
C -2.551 0.211 4.731 0.8561 -0.3121 0.2357 0.000
C 0.848 1.301 1.205 -0.4853 1.4356 -0.7542 0.004
C 2.867 0.248 2.186 0.0647 1.0810 -0.5521 0.000
C 0.807 -1.120 1.631 -0.9100 0.7333 1.9583 -0.001
C -1.889 -0.387 3.465 0.2818 0.5340 0.5144 0.000
C -0.710 0.538 2.961 -1.5572 -0.5476 -1.1054 0.000
C -1.149 -0.096 0.469 1.2627 1.3925 0.7598 0.001
C 1.979 -0.852 2.626 0.1201 -2.1432 -0.1009 0.000
C -0.452 -1.687 -6.108 2.1406 -1.1647 4.3503 0.012
C 0.002 2.545 -2.794 -2.3771 -1.2505 -3.0718 -0.005
H -1.896 -0.818 0.799 0.6934 -0.4047 -0.3733 0.003
H -4.353 -1.209 -2.406 -0.6910 -0.0598 -0.1710 0.002
H 2.782 2.327 1.840 -0.5909 0.2314 -1.3172 0.000
H 1.739 -0.820 3.689 -0.9679 0.7685 -0.0093 0.000
H -1.855 0.245 5.569 0.4083 0.4361 -0.1087 0.000
H -2.929 1.212 4.524 -0.1524 -0.0915 0.1708 0.000
H -0.462 -0.259 -0.362 -0.7780 -0.8402 -0.3662 0.006
H 1.857 1.863 3.092 -0.7804 -0.1488 0.2682 0.000
H 4.059 -0.848 -1.842 0.8962 -0.3899 0.2891 -0.001
H -1.573 -1.406 3.687 0.3247 0.0318 -0.0429 0.000
H -1.665 0.829 0.210 0.1566 0.2415 0.3045 -0.004
H 1.075 -1.403 0.613 0.3229 0.5017 -0.0300 -0.001
H 0.102 -1.879 1.971 0.3235 -0.2751 0.1933 0.000
H 0.051 0.760 3.710 0.0532 -0.6197 -0.1507 0.000
H -2.718 -0.489 2.764 0.4176 0.1992 -0.4984 0.000
H -1.128 1.511 2.702 -0.2729 0.0643 0.1967 0.000
H 1.165 1.186 0.169 -0.2208 -0.5480 -0.1638 0.001
H 3.718 0.370 2.856 0.0157 -0.0126 -0.0134 0.000
H -0.963 -2.936 -6.931 -0.6125 -1.5416 -1.0999 0.000
H -3.312 -0.437 5.166 -0.4160 0.0532 -0.6265 0.000
H 0.881 3.571 -1.626 0.0526 0.2880 0.2489 0.000
H 3.238 0.028 1.184 0.2546 -0.1835 -0.0536 0.000
H 2.621 -1.725 2.739 -0.1338 -0.6113 -0.8541 0.000
H 0.262 2.219 1.188 -0.4003 -0.1715 -0.0464 -0.001
```
Forces are in eV/Å.

Values from the calculation:
Multiplicity: 6
Maximum force, eV/A: 7.90
Energy above the lowest of the compared OMol25 structures with the same formula, charge and spin, kJ/mol: 123.5
Gap between HOMO and LUMO (alpha / beta), eV: 5.67 / 5.78
Charge: -1
E_HOMO (alpha / beta), eV: -4.1 / -4.2

The following is a DFT calculation (ωB97M-V/def2-TZVPD) of an isolated ion of composition C13H24N3O6 and charge -1 at a distorted geometry.

Geometry as XYZ:
```
46
Properties=species:S:1:pos:R:3:forces:R:3:nbo_charge:R:1
O -0.818 -2.443 6.006 0.4078 1.3473 -0.1834 -0.621
O 3.117 -0.297 5.500 1.4909 0.9134 0.1932 -0.559
O -1.933 -0.294 3.178 1.4375 1.3056 0.6948 -0.422
O -0.689 1.395 3.838 -0.3829 -1.6521 -0.5420 -0.365
O 3.566 -2.536 5.744 0.1760 0.7854 -0.2951 -0.757
O -1.156 -0.184 5.950 -0.7653 -0.6770 0.9356 -0.528
N 0.647 -1.008 4.806 -1.6588 1.2848 2.0365 -0.387
N -0.849 0.219 3.518 -0.7325 0.7348 -1.6673 0.526
N 1.562 -1.998 4.972 2.8403 -0.7883 0.2470 -0.574
C 2.786 -1.612 5.435 -1.6962 -3.0257 -0.6941 0.826
C 5.261 -0.388 4.276 -0.1082 -0.2207 -0.4386 -0.644
C -0.504 -1.319 5.658 0.6689 -0.8126 -1.5323 0.914
C -0.001 -1.955 2.636 -0.0367 -0.1638 -0.4158 -0.652
C -2.483 -0.331 6.598 0.1163 0.3504 -0.2785 0.262
C -3.445 -1.032 5.671 -0.2549 -0.2653 -0.5832 -0.657
C 0.398 -0.716 3.416 -0.3006 0.5035 0.2848 0.279
C 4.573 0.009 5.572 -0.3577 -0.1736 0.1168 0.268
C 4.684 1.508 5.799 -0.2513 0.2961 -0.0049 -0.613
C 5.252 -0.719 6.714 0.2333 -0.3294 0.5596 -0.668
C -2.389 -1.088 7.893 0.2580 -0.2408 0.6702 -0.651
C -2.905 1.101 6.843 0.0411 0.5115 0.0163 -0.617
C 1.556 0.081 2.782 -0.1774 0.1379 0.1613 -0.639
H 0.891 -2.504 2.310 -0.2125 0.2095 0.3135 0.233
H 4.851 -0.373 7.674 0.0448 -0.0960 -0.0530 0.196
H 6.335 -0.531 6.700 -0.1780 0.1756 -0.0259 0.184
H 4.277 1.774 6.781 -0.0129 -0.0295 -0.1822 0.210
H -3.453 -0.560 4.683 -0.0758 -0.0946 0.2843 0.241
H 2.022 0.728 3.537 -0.2661 -0.1951 -0.2608 0.255
H 5.213 -1.478 4.153 -0.0542 0.2755 -0.0230 0.243
H -3.138 -2.076 5.558 -0.1785 0.1402 -0.0566 0.236
H -3.952 1.147 7.166 0.1595 -0.0726 -0.0478 0.200
H -2.285 1.543 7.632 -0.0690 -0.0034 -0.1661 0.208
H 6.318 -0.091 4.306 -0.2139 -0.0149 0.0363 0.196
H -0.596 -2.599 3.290 0.0679 0.0160 -0.2932 0.242
H 1.170 0.693 1.955 0.0983 -0.1517 0.1287 0.206
H -0.582 -1.665 1.754 0.0897 -0.1575 0.1107 0.210
H 5.738 1.818 5.776 -0.2110 -0.1698 -0.0047 0.198
H 2.324 -0.597 2.386 -0.3248 0.0471 0.2237 0.225
H 4.791 0.101 3.413 0.0421 -0.0878 0.1036 0.202
H -1.775 -0.534 8.611 -0.0237 -0.1409 -0.0083 0.203
H 4.146 2.077 5.034 0.0128 -0.0959 0.0570 0.208
H -3.391 -1.220 8.318 0.0777 0.1373 -0.0452 0.200
H -1.953 -2.070 7.710 -0.1136 0.1677 0.2288 0.264
H -4.459 -0.996 6.089 0.2155 -0.0197 0.0015 0.197
H -2.786 1.702 5.933 -0.0550 -0.1619 0.1464 0.230
H 5.056 -1.792 6.595 0.2333 0.5011 0.2515 0.293
```
Forces are in eV/Å.

Values from the calculation:
Maximum force, eV/A: 3.54
Gap between HOMO and LUMO, eV: 7.05
SMILES: CC(C)(C)OC(=O)N(/N=C(/[O-])OC(C)(C)C)C(C)(C)[N+](=O)[O-]
Charge: -1
E_HOMO, eV: -4.0

The following is a DFT calculation (ωB97M-V/def2-TZVPD) of C13H25BF4N4OsSTe as an isolated structure at a distorted geometry.

Geometry as XYZ:
```
50
Properties=species:S:1:pos:R:3:forces:R:3:nbo_charge:R:1
Os -0.500 0.528 1.295 -0.4846 -1.2022 0.1414 0.681
Te 1.158 2.316 1.521 0.4446 0.5145 0.2710 0.852
S -0.761 0.548 -1.024 0.0405 0.0920 0.1898 -0.089
F 0.037 -1.723 1.299 0.2456 0.0184 -0.2149 -0.549
F -2.110 -1.047 1.320 0.1196 0.0069 0.1709 -0.562
F -1.347 -2.454 2.991 -0.0072 0.1029 -0.0344 -0.524
F -1.639 -3.289 0.869 0.0197 0.0825 -0.1135 -0.505
N -0.566 0.227 3.471 -0.1233 0.0506 0.0262 -0.800
N -2.103 1.699 1.822 -0.2082 0.6052 -0.3976 -0.702
N -1.930 -1.736 -1.808 -0.0696 0.0704 0.0863 -0.364
N 0.380 -1.710 -1.976 0.1100 -0.0814 0.0307 -0.391
C 0.473 -2.648 -3.107 0.0251 0.0684 -0.0318 -0.413
C 4.767 3.585 -0.301 -0.0371 0.0099 0.0020 -0.189
C -0.764 -1.149 -1.599 -0.0165 -0.0077 -0.2142 0.426
C -2.087 -3.188 -1.995 -0.0629 0.0435 0.1201 -0.415
C -2.199 1.992 3.285 0.1855 -0.0493 0.0011 -0.243
C 3.682 2.287 -2.029 -0.0003 -0.0317 0.0119 -0.133
C 4.746 3.073 -1.592 0.0057 -0.0022 -0.0210 -0.143
C 2.666 2.502 0.125 -0.0982 -0.0592 -0.0722 -0.339
C 2.642 1.982 -1.172 0.0168 0.0877 0.0321 -0.241
C -1.883 0.698 3.998 0.0300 -0.0598 -0.1869 -0.252
C -3.205 -1.011 -1.722 0.0132 -0.0782 -0.0656 -0.415
C 3.718 3.319 0.560 0.0199 0.0243 -0.0273 -0.200
C 1.684 -1.267 -1.481 -0.1045 -0.0105 -0.0331 -0.402
B -1.291 -2.256 1.643 0.1156 -0.1297 0.1780 1.357
H 5.559 3.296 -2.270 -0.0013 -0.0015 0.0006 0.246
H -3.096 0.011 -2.068 -0.0226 -0.0139 -0.0081 0.232
H -2.300 -3.429 -3.035 -0.0194 0.0051 0.0149 0.224
H 0.629 -3.672 -2.772 0.0250 0.0106 -0.0341 0.228
H 1.817 1.373 -1.511 -0.0255 0.1861 0.0985 0.227
H 1.325 -2.339 -3.710 0.0024 -0.0067 -0.0073 0.232
H 3.669 1.913 -3.044 0.0220 -0.0040 -0.0069 0.228
H -2.924 -3.500 -1.375 0.0140 -0.0145 -0.0122 0.242
H 3.716 3.755 1.552 0.0033 -0.0407 0.0124 0.235
H -2.615 -0.068 3.742 -0.0428 -0.0028 0.0348 0.234
H -1.880 0.809 5.080 0.0985 0.0519 -0.0063 0.250
H -2.184 2.558 1.280 -0.0975 0.0407 0.0669 0.422
H 1.636 -0.996 -0.432 -0.0327 0.0308 0.0488 0.213
H -3.581 -1.026 -0.699 0.0008 -0.0258 -0.0304 0.219
H -0.418 -2.584 -3.721 0.0404 -0.0094 -0.0232 0.225
H 2.373 -2.102 -1.579 0.0187 -0.0009 0.0175 0.241
H -3.184 2.387 3.529 -0.0191 -0.0797 -0.0060 0.251
H -1.201 -3.709 -1.654 -0.0561 -0.0209 0.0362 0.231
H -0.469 -0.774 3.654 -0.0492 -0.0138 0.0178 0.444
H 2.058 -0.425 -2.064 0.0100 -0.2171 -0.0607 0.209
H -3.911 -1.527 -2.368 -0.0311 0.0165 0.0032 0.237
H 0.188 0.680 3.981 -0.0007 -0.0127 -0.0225 0.410
H 5.589 4.206 0.028 0.0016 -0.0076 -0.0036 0.250
H -1.459 2.762 3.508 -0.0062 0.0052 0.0476 0.216
H -2.907 1.125 1.556 -0.0119 0.0600 -0.0270 0.412
```
Forces are in eV/Å.

Values from the calculation:
Maximum force, eV/A: 1.30
Energy above the lowest of the compared OMol25 structures with the same formula, charge and spin, kJ/mol: 0.0
Gap between HOMO and LUMO (alpha / beta), eV: 6.25 / 6.14
Charge: +2
E_HOMO (alpha / beta), eV: -15.1 / -14.6

The following is a DFT calculation (ωB97M-V/def2-TZVPD) of C13H25BINO6PS3 as an isolated structure at a distorted geometry.

Geometry as XYZ:
```
51
Properties=species:S:1:pos:R:3:forces:R:3:nbo_charge:R:1
I 3.893 -2.528 2.591 0.4825 -0.2093 0.2476 -0.173
S -1.844 1.633 2.643 0.9738 -0.0550 0.1228 2.176
S -0.743 -2.047 5.012 3.3526 2.2964 -2.1913 -0.145
S 0.824 -0.260 -4.218 0.2170 -0.5453 0.8640 2.174
P 2.123 -0.625 0.538 0.2660 1.5405 -1.0054 0.538
O -0.615 2.315 3.000 -0.5835 -0.4404 -0.3768 -0.921
O 0.644 -5.554 1.764 -1.4560 3.4179 0.6169 -0.742
O -0.072 -0.975 -5.103 0.1388 0.0706 0.2580 -0.951
O 1.118 -0.719 -2.875 -0.3878 0.0315 -1.4670 -0.913
O -1.861 0.466 1.786 -0.2273 0.6211 0.4685 -0.936
O 1.233 -4.440 3.817 -1.6776 0.8607 -8.2760 -0.594
N 1.415 -0.747 3.213 -6.6874 -3.8308 7.5766 -0.649
C 0.927 -4.294 2.526 0.2765 -1.0231 5.3808 0.804
C -2.762 1.260 4.130 -0.3449 -0.1938 0.6142 -0.687
C 3.118 -1.565 -0.792 0.0767 -0.3455 -1.7597 -0.944
C 0.530 -1.311 4.096 2.8315 2.0834 -4.2182 0.317
C 0.776 -2.866 1.717 -0.5513 -2.5759 -1.1518 -0.832
C 1.446 2.257 -4.791 0.1666 0.3337 0.0483 -0.402
C -3.989 2.170 4.114 -0.1830 0.1616 0.2160 -0.400
C 2.360 0.023 -5.076 0.4810 0.0961 -0.3608 -0.681
C -4.320 2.468 2.652 -0.2663 -0.0384 -0.0721 -0.406
C -2.996 2.828 1.995 -0.4296 0.3643 -0.2937 -0.678
C 2.150 1.346 -5.796 0.0294 0.0983 -0.2575 -0.406
C 0.315 1.452 -4.155 -0.3008 0.6724 0.0779 -0.687
C 0.356 -0.444 -0.208 -1.4782 -0.7515 -0.7843 -0.950
B 1.871 -1.715 2.140 -0.8208 -0.7438 -1.4751 0.057
H -3.026 2.765 0.905 0.1903 -0.0625 0.1276 0.252
H -3.046 0.205 4.097 0.2319 0.1277 -0.0680 0.262
H 0.995 -3.124 0.572 -0.5352 0.2149 2.4037 0.240
H 0.149 1.743 -3.115 -0.0552 -0.2618 -0.1287 0.263
H 1.065 3.166 -5.267 0.0486 -0.1186 0.0961 0.217
H 0.062 -1.391 -0.869 0.6217 1.9591 1.3278 0.206
H -0.197 -5.299 1.242 2.1136 -0.5385 0.8815 0.472
H 4.128 -2.032 -0.430 -2.1465 0.8320 -0.3936 0.245
H -0.614 1.550 -4.723 0.1211 -0.1583 0.0938 0.242
H -0.351 -2.473 1.719 2.3417 -0.9903 0.3579 0.265
H -2.132 1.449 5.003 0.0672 -0.1928 -0.2870 0.261
H -5.048 3.279 2.558 0.0721 -0.1071 -0.0189 0.215
H -4.832 1.705 4.633 0.1384 0.0697 -0.0493 0.219
H 0.253 0.501 -0.925 0.2944 -1.9902 1.6903 0.203
H 2.429 -2.364 -1.332 1.5934 1.3561 1.0247 0.206
H -2.658 3.821 2.306 0.0436 -0.1642 -0.0368 0.235
H -3.759 3.108 4.634 -0.0381 -0.1007 -0.0813 0.203
H -0.466 -0.383 0.633 2.0642 0.0574 -1.7024 0.259
H 3.412 -0.768 -1.630 -0.7104 -1.6947 1.7599 0.208
H 1.508 1.199 -6.673 0.1006 -0.0208 0.0807 0.209
H 2.160 2.566 -4.017 -0.1057 -0.0660 -0.1057 0.215
H 3.097 1.773 -6.137 -0.1254 -0.0672 0.0259 0.220
H 3.152 0.104 -4.326 -0.1660 -0.0816 -0.0206 0.248
H 2.567 -0.807 -5.754 -0.1260 -0.0218 0.2064 0.252
H -4.744 1.575 2.179 0.0679 0.1247 0.0141 0.215
```
Forces are in eV/Å.

Values from the calculation:
Maximum force, eV/A: 10.81
Energy above the lowest of the compared OMol25 structures with the same formula, charge and spin, kJ/mol: 443.6
Gap between HOMO and LUMO, eV: 5.80
Charge: -1
E_HOMO, eV: -3.7

The following is a DFT calculation (ωB97M-V/def2-TZVPD) of one molecule with the formula C13H25BN2O4 at a distorted geometry.

Geometry as XYZ:
```
45
Properties=species:S:1:pos:R:3:forces:R:3:nbo_charge:R:1
O -2.317 -3.385 -1.500 -0.3586 -2.1129 0.8424 -0.887
O 2.889 0.151 -2.199 0.5640 -0.3740 1.5065 -0.676
O 1.112 1.204 -2.993 0.5424 -0.0512 -0.9276 -0.630
O -0.640 -4.917 -2.467 -2.2013 -0.3413 1.1137 -0.871
N 0.307 2.330 -0.731 -0.1024 0.3658 -0.8316 -0.852
N -0.511 2.590 2.356 0.2334 1.2907 -0.5627 -0.675
C -1.025 0.171 2.077 1.1305 -0.9649 1.3046 -0.441
C 0.057 -1.386 -1.201 2.7743 2.0532 0.4366 -0.378
C -0.778 -2.499 -3.231 0.3392 -2.2872 -1.3655 -0.769
C 2.092 1.081 0.539 -1.7702 0.1460 0.0405 -0.421
C 1.494 0.269 1.715 1.1429 -2.1962 -0.0360 -0.214
C 1.034 1.052 -0.662 2.5741 -0.2078 0.5555 0.031
C -0.690 -1.234 -2.466 -1.1043 0.8645 -0.3162 -0.419
C -0.347 1.341 2.956 0.1972 -2.0399 0.2109 -0.028
C -1.770 3.169 2.726 -0.2464 0.3371 -2.4278 -0.399
C 0.076 -0.070 -0.306 -2.2898 -2.0633 0.8763 -0.217
C 1.193 1.018 3.005 -0.8657 -0.8927 0.3590 -0.420
C 1.728 0.765 -2.052 -1.8768 1.6296 0.1337 0.794
C 0.193 -0.429 1.230 -0.7915 0.8157 -0.9338 -0.193
B -1.308 -3.695 -2.383 1.1006 0.5007 0.0876 1.110
H 1.141 -1.379 -1.449 -0.3408 -1.1467 -0.0843 0.188
H -1.703 -0.902 -2.218 -0.0711 0.1095 -0.0986 0.199
H 0.210 -1.541 1.344 0.1040 0.9595 -0.0102 0.213
H -0.217 -0.466 -3.045 -0.1807 0.4199 -0.4359 0.227
H 0.215 -2.868 -3.630 -0.9883 0.7176 0.0584 0.223
H -1.810 4.115 2.175 -0.4013 0.1954 0.5751 0.198
H 2.283 2.083 0.886 -0.0686 0.6872 -0.1340 0.212
H -1.217 -5.542 -1.952 1.2026 0.2713 -0.7409 0.468
H -0.187 -2.341 -0.755 -0.0389 0.2484 0.9219 0.208
H 1.402 0.416 3.885 -0.1124 -0.5994 -0.0104 0.207
H 3.176 0.228 -3.108 -0.1109 0.0138 -0.6856 0.502
H -0.916 0.372 -0.363 -0.2012 0.0388 -0.4217 0.215
H -2.515 -4.166 -0.916 -0.0270 1.2534 -0.6465 0.476
H 2.262 -0.554 1.908 -0.9388 0.9819 0.0232 0.211
H -1.799 3.275 3.784 -0.1713 0.3965 0.8113 0.189
H 3.051 0.682 0.296 0.5263 -0.4189 -0.6395 0.225
H -0.286 2.560 1.344 -0.6048 0.2213 0.7437 0.398
H -1.541 -2.507 -4.051 0.8009 0.5204 0.1065 0.238
H 0.973 3.148 -0.744 -1.1019 -1.2786 -0.3995 0.377
H -1.338 -0.679 2.736 0.1424 0.7631 -0.1921 0.200
H 1.910 1.819 3.128 -0.5301 0.8590 -0.0718 0.218
H -0.358 2.329 -1.575 1.6682 0.1889 1.6222 0.400
H -2.645 2.578 2.382 0.0800 0.0604 0.2821 0.151
H -1.990 0.487 1.584 1.3705 -0.0921 0.0150 0.217
H -0.889 1.329 3.944 1.0017 0.1579 -0.6544 0.193
```
Forces are in eV/Å.

Values from the calculation:
Maximum force, eV/A: 3.48
Energy above the lowest of the compared OMol25 structures with the same formula, charge and spin, kJ/mol: 243.9
Gap between HOMO and LUMO, eV: 8.05
SMILES: CN[C@@H]1C[C@@H]2C[C@@](N)(C(=O)O)[C@@H](CCCB(O)O)[C@@H]2C1
E_HOMO, eV: -7.9

Calculated E (eV), listed in the same order as above: -71253.84002; -30623.76180; -51980.39745; -78231.78494; -25734.89649